1.
The following is a DFT calculation (wB97M-V/def2-TZVPD) of a molecular structure, C18H16F3I4O6PS at a distorted geometry.

Structure (XYZ):
```
49
Properties=species:S:1:pos:R:3:forces:R:3
C 3.7225 1.9885 1.9851 -0.598 -0.428 -0.343
C 2.8748 1.4516 1.2776 -0.544 -1.499 0.963
C 1.9356 0.3286 0.7458 2.156 0.643 -0.661
C 2.4599 -0.5725 -0.1858 -2.217 0.613 0.242
P 4.1959 -0.5026 -0.8753 1.790 -0.504 -0.571
O 4.6311 1.0781 -1.2622 -1.883 -2.303 -0.187
O 4.3693 -1.3777 -2.3131 -1.515 1.402 1.709
S 5.3575 -1.3325 0.4289 -0.486 0.564 -0.158
C 1.4571 -1.7135 -0.6410 -0.355 0.178 0.384
O 1.4672 -2.2386 -1.7415 0.402 0.791 1.797
C 0.3812 -2.1471 0.4551 -0.504 -0.115 0.622
C -0.0272 -3.6714 0.3971 0.673 -0.714 1.506
I -1.1627 -4.4518 -1.2890 0.827 0.929 0.711
C 0.3471 -4.5528 1.4126 0.044 1.758 -0.761
C 1.2205 -4.0896 2.6715 -0.203 -0.693 -0.719
I -0.2432 -6.6554 1.3646 0.521 1.453 0.319
C -0.1435 -1.2433 1.3846 1.142 -0.949 -1.138
C -1.2350 -1.6724 2.4483 -0.450 -0.083 -1.011
I -1.0030 -0.5948 4.3557 -0.019 -0.460 -0.832
C -2.7573 -1.5673 1.9011 0.017 -1.210 0.542
C -3.2517 -2.9842 1.2904 -0.181 0.933 -0.342
I -2.9764 -0.1197 0.2679 -0.176 -0.263 0.811
C 0.4499 0.2318 1.2910 -0.094 -0.255 0.422
O -0.1562 1.2265 1.6362 1.150 -1.618 -0.493
H 4.5006 2.4304 2.6678 -1.384 -0.614 -1.387
H 3.9027 1.5166 -1.7642 0.712 -0.296 0.342
H 3.9051 -2.2442 -2.2311 0.325 0.760 -0.051
H 0.5542 -3.6657 3.4792 0.753 -0.461 -0.832
H 1.9871 -3.3102 2.3537 -1.041 -0.999 0.415
H 1.7514 -5.0009 3.0902 -0.612 1.224 -0.512
H -1.1083 -2.7671 2.7326 0.068 1.639 -0.472
H -3.4498 -1.2900 2.7602 1.046 -0.028 -1.272
H -4.3468 -3.1475 1.5569 1.508 0.091 -0.132
H -2.5851 -3.8391 1.6213 -0.975 0.949 -0.306
H -3.2227 -2.8793 0.1637 0.089 -0.530 1.423
C -1.1937 3.4259 -0.5444 -0.282 0.210 -0.007
C -0.5200 3.6078 -1.8891 0.342 -0.140 0.641
O -1.4947 3.7831 -2.9310 -0.448 0.485 -0.624
C -2.0193 5.0142 -3.0458 1.154 -0.412 1.062
O -1.7298 5.9440 -2.3449 -0.478 -0.101 -0.611
C -2.9985 5.0681 -4.2186 -1.277 0.071 -1.241
F -3.8435 4.0174 -4.2281 0.435 0.194 0.301
F -2.3558 5.0564 -5.4043 0.191 -0.014 0.538
F -3.7604 6.1723 -4.2023 0.542 -0.282 0.363
H -1.9110 2.6020 -0.5822 0.203 -0.004 0.012
H -0.4554 3.2168 0.2303 -0.043 -0.033 -0.068
H -1.7508 4.3198 -0.2562 0.140 0.004 -0.037
H 0.0464 2.7091 -2.1407 -0.236 0.037 -0.269
H 0.1850 4.4422 -1.8783 -0.230 0.079 -0.088
```
Forces are in eV/Å.

## Properties
DFT total energy in eV: -91885.34002
Largest force on an atom in eV/Å: 2.98
Charge: 0
LUMO energy in eV: -2.20
Highest occupied orbital energy in eV: -9.20

=====

2.
The following is a DFT calculation (wB97M-V/def2-TZVPD) of a molecular structure, C32H81Li2N6O11 at a distorted geometry.

Structure (XYZ):
```
132
Properties=species:S:1:pos:R:3:forces:R:3
Li -3.0538 -0.7105 -2.0884 0.091 0.166 0.900
Li 0.3410 0.6523 -1.7996 -0.452 0.333 0.473
C -1.0157 -0.2491 1.2355 -0.560 0.557 -0.073
C -1.8400 -0.2940 -0.0216 -1.201 0.179 0.433
O -1.5646 0.4254 -1.0352 1.386 -0.068 -0.950
O -2.9255 -0.9099 0.0157 0.162 -0.417 -0.443
H -1.3128 -1.0432 1.9125 0.308 -0.294 -0.113
H -1.3678 0.6700 1.7178 0.336 0.080 -0.014
H 0.0468 -0.1678 1.0513 0.139 -0.097 0.142
C -5.3661 -5.4261 1.0900 -0.434 -0.190 -0.656
C -4.3186 -4.3759 1.3354 0.136 0.945 1.097
C -2.9056 -4.8402 0.9805 -0.425 0.291 -0.515
O -2.5662 -6.0574 1.5748 0.494 -0.346 0.109
C -2.3140 -5.9770 2.9672 -0.508 0.153 -0.004
N -4.7035 -3.0790 0.7348 0.560 -0.792 -0.547
H -5.2998 -5.8442 0.0755 0.200 0.003 0.071
H -6.3568 -4.9725 1.1380 0.013 -0.012 0.293
H -5.3015 -6.2590 1.7853 0.027 -0.011 0.030
H -4.2864 -4.1649 2.4131 -0.165 -0.129 -0.005
H -2.1817 -4.0497 1.2328 0.018 -0.016 0.070
H -2.8577 -5.0044 -0.1032 0.068 -0.033 -0.006
H -1.8272 -6.9009 3.2636 0.119 0.009 0.000
H -3.2569 -5.8897 3.5205 0.072 -0.041 0.062
H -1.6961 -5.1087 3.2208 0.169 -0.085 -0.081
H -3.9548 -2.4024 0.8789 -0.163 0.041 0.183
H -4.6502 -3.2185 -0.2739 -0.232 0.160 -0.016
C -2.0302 2.8987 -3.4457 -0.469 -0.043 0.210
C -0.6993 3.6248 -3.2628 -0.747 -0.828 0.388
C -0.9757 5.0606 -2.8787 0.294 0.293 -0.388
O 0.2634 5.7399 -2.8640 -0.032 -0.497 0.241
C 0.1628 7.1375 -2.7730 0.028 0.369 -0.140
N 0.0483 2.9186 -2.1846 -0.236 0.437 -0.261
H -1.9209 1.8454 -3.7087 0.204 0.053 -0.027
H -2.7065 3.3585 -4.1699 0.326 0.110 -0.182
H -2.5853 2.9171 -2.4989 0.147 -0.070 0.011
H -0.0988 3.5725 -4.1695 0.018 0.186 -0.068
H -1.4469 5.0935 -1.8844 -0.018 0.021 -0.025
H -1.6637 5.5289 -3.5945 0.037 -0.021 -0.031
H -0.7251 7.4617 -2.2233 0.011 -0.076 0.079
H 0.1288 7.5717 -3.7774 -0.040 0.087 0.062
H 1.0490 7.5017 -2.2560 0.008 0.066 -0.020
H -0.5999 2.8717 -1.3949 0.101 -0.124 0.016
H 0.7579 3.5930 -1.8943 0.197 -0.437 0.069
C -6.9598 -0.0313 -2.8586 0.176 -0.015 -0.172
C -5.5652 -0.5831 -2.5186 -0.847 0.260 -0.256
C -5.4678 -2.0495 -2.8602 0.440 0.022 0.389
O -4.1770 -2.4447 -2.4071 0.656 0.335 -0.544
C -3.7748 -3.7627 -2.7316 -0.695 -0.262 -0.269
N -4.4801 0.2407 -3.1360 -0.445 0.371 -0.069
H -7.2377 0.8021 -2.2139 0.057 -0.053 0.082
H -7.7279 -0.8000 -2.7758 -0.031 0.041 0.086
H -6.9722 0.3487 -3.8837 -0.037 -0.158 -0.035
H -5.4115 -0.5220 -1.4368 0.054 0.080 -0.020
H -5.6095 -2.2221 -3.9341 0.108 -0.164 0.019
H -6.2000 -2.6107 -2.2721 -0.227 0.054 -0.246
H -3.8520 -3.9584 -3.8074 0.217 0.198 -0.015
H -4.4457 -4.4898 -2.2578 0.221 0.012 0.199
H -2.7538 -3.8832 -2.3859 0.016 -0.122 0.044
H -4.3905 0.1746 -4.1515 -0.345 -0.750 0.080
H -4.8645 1.1828 -3.0724 0.624 0.166 0.444
C -0.7583 2.0833 3.9287 0.021 0.173 -0.047
O -0.1427 2.8050 2.8827 0.050 -0.086 -0.154
C 1.2755 2.7588 2.9417 -0.410 -0.164 0.091
C 1.8238 3.9224 2.1886 0.388 0.516 -0.212
N 1.6489 3.7732 0.7391 -0.213 0.389 -0.228
C 1.9985 5.0344 0.0549 0.263 -0.024 -0.248
C 3.4545 5.4417 0.2949 -0.226 -0.343 0.069
O 3.6390 6.2438 1.4479 -0.045 -0.522 -0.143
C 4.3444 7.4391 1.2662 0.003 0.765 0.187
H -0.5306 2.5647 4.8862 -0.117 -0.116 0.055
H -0.4344 1.0379 3.9673 0.088 -0.012 -0.053
H -1.8289 2.1119 3.7372 -0.038 0.006 0.140
H 1.6260 1.8270 2.4798 0.083 -0.126 0.215
H 1.6013 2.8106 3.9879 0.048 -0.088 -0.051
H 2.8911 4.0119 2.4033 -0.002 -0.048 -0.039
H 1.3684 4.8602 2.5382 -0.039 -0.124 0.131
H 0.6472 3.6684 0.5881 0.048 -0.280 0.084
H 1.2794 5.8258 0.3114 0.326 0.184 0.123
H 1.9345 4.9155 -1.0325 -0.233 -0.252 0.122
H 3.8410 5.9147 -0.6125 0.023 0.258 0.169
H 4.0029 4.4963 0.4190 0.111 0.147 -0.048
H 4.7541 7.7264 2.2350 -0.002 -0.042 -0.016
H 3.6734 8.2487 0.9498 0.048 -0.061 -0.112
H 5.1768 7.3856 0.5580 -0.064 -0.288 -0.045
C 3.8268 -0.1834 3.0229 -0.124 0.144 -0.801
O 2.5898 -0.8539 3.1340 0.350 0.052 -0.084
C 2.4950 -1.7128 4.2503 0.209 0.554 1.032
C 1.2059 -2.4925 4.1777 -0.553 0.685 0.531
N 1.1171 -3.6026 3.2709 -0.066 -0.457 -0.476
C 1.4879 -3.3282 1.8712 0.086 -0.027 1.287
C 1.4505 -4.6204 1.0965 -1.569 0.932 -1.016
O 2.3099 -5.5407 1.6669 0.419 -0.300 0.081
C 2.8480 -6.4737 0.7523 0.132 0.293 0.009
H 4.6569 -0.8932 2.9449 0.047 0.018 0.185
H 4.0364 0.5729 3.7880 -0.216 -0.303 0.326
H 3.7603 0.3588 2.0763 0.182 0.039 0.070
H 2.4842 -1.0817 5.1588 -0.159 -0.111 -0.078
H 3.3723 -2.3581 4.4076 0.028 -0.079 -0.589
H 0.4189 -1.7484 3.9764 0.077 -0.135 -0.482
H 0.9280 -2.7748 5.1983 0.277 -0.528 -0.105
H 1.6568 -4.4047 3.5731 0.016 0.111 0.260
H 2.4950 -2.8929 1.8334 -0.040 0.030 -0.318
H 0.7603 -2.5981 1.5193 0.061 0.039 -0.483
H 1.6292 -4.3907 0.0285 0.705 -0.187 0.186
H 0.4038 -4.9718 1.0485 0.137 -0.305 0.435
H 3.4631 -7.1545 1.3326 -0.044 -0.150 -0.070
H 3.4845 -5.9491 0.0286 -0.019 -0.104 -0.047
H 2.0674 -7.0129 0.2099 -0.034 -0.095 0.085
C 0.4476 -2.6213 -2.2019 -0.109 -0.086 0.024
O 0.9150 -1.5509 -1.3931 0.189 0.531 -0.679
C 2.3385 -1.4847 -1.2445 -0.107 -0.807 1.055
C 2.6074 -0.2603 -0.4056 -0.174 0.310 -0.189
N 2.2581 0.9663 -1.1426 0.652 -0.061 0.002
C 3.1432 1.1920 -2.2909 0.516 0.356 -0.471
C 4.6250 1.1945 -1.9316 0.276 0.039 0.171
O 4.7834 2.0247 -0.8002 -0.195 -0.218 0.230
C 6.0997 1.9787 -0.2977 0.254 0.010 -0.275
H -0.1404 -2.2553 -3.0499 0.022 0.173 0.085
H -0.1953 -3.2538 -1.5871 0.097 -0.166 -0.058
H 1.2751 -3.1966 -2.6199 -0.023 -0.119 0.137
H 2.8581 -1.5534 -2.2049 -0.121 0.363 -0.069
H 2.6842 -2.3509 -0.6589 -0.137 0.012 -0.126
H 3.6231 -0.2611 -0.0023 0.099 -0.038 -0.245
H 1.9423 -0.2891 0.4583 0.104 -0.230 0.080
H 2.4527 1.7500 -0.5126 -0.472 0.034 0.021
H 2.9138 2.1636 -2.7344 -0.238 -0.032 0.116
H 2.9886 0.4475 -3.0776 -0.115 0.005 0.070
H 5.2778 1.5858 -2.7229 -0.350 -0.097 -0.299
H 4.9810 0.1701 -1.7348 -0.021 0.100 0.198
H 6.8053 2.3292 -1.0623 0.034 -0.022 0.103
H 6.3782 0.9560 -0.0176 -0.010 0.021 0.056
H 6.1716 2.6288 0.5694 -0.112 0.019 0.042
```
Forces are in eV/Å.

## Properties
DFT total energy in eV: -66366.09652
Largest force on an atom in eV/Å: 2.09
Charge: +1
LUMO energy in eV: -2.24
Highest occupied orbital energy in eV: -10.35

=====

3.
The following is a DFT calculation (wB97M-V/def2-TZVPD) of 2 unconnected molecules or ions with the total composition C2H8NOS2 at a distorted geometry.

Structure (XYZ):
```
14
Properties=species:S:1:pos:R:3:forces:R:3
C -0.3032 -0.0543 -1.2872 -0.736 1.363 -0.541
C 1.0357 -0.7543 -0.9051 -2.719 1.549 2.706
N 1.5978 -0.4021 0.2322 -1.371 -0.066 -2.292
O 0.1096 0.9388 2.6062 -2.158 1.118 -1.287
S -2.1668 -0.9131 -0.9578 0.174 -0.036 0.532
S -3.8983 0.2708 -1.3299 2.180 -0.660 -0.971
H -0.4419 1.0512 -0.9907 0.768 -1.901 0.218
H -0.5203 -0.0344 -2.3510 0.984 -0.236 -0.247
H 1.4304 -1.6516 -1.3632 0.080 0.253 -0.568
H 0.4427 1.0276 3.4731 1.064 -0.121 1.661
H 1.2422 0.2957 0.8666 -0.771 0.633 0.152
H 2.4276 -0.8058 0.5603 1.430 -1.036 0.237
H -0.7078 1.5154 2.6953 1.272 -1.077 -0.616
H -3.8843 0.0519 -2.7005 -0.197 0.216 1.016
```
Forces are in eV/Å.

## Properties
DFT total energy in eV: -27403.43427
Largest force on an atom in eV/Å: 4.14
Charge: +1
LUMO energy in eV: -5.71
Highest occupied orbital energy in eV: -13.09